# 1
The following is a quantum chemistry calculation of the molecule C21H28N2O6S in a non-equilibrium geometry, from OMol25.

Geometry as XYZ:
```
58
Properties=species:S:1:pos:R:3:forces:R:3
C 3.51216 4.27526 4.01077 -0.047 0.228 0.105
O 3.72240 3.01486 3.41921 -0.038 -0.342 -0.281
C 2.93500 2.64427 2.38236 0.078 -0.099 0.022
C 1.90762 3.40528 1.84674 0.166 -0.043 0.185
C 1.15186 2.92515 0.78340 -0.100 -0.015 -0.166
C 1.43935 1.68821 0.26003 -0.387 -0.013 -0.521
S 0.42719 0.98195 -1.02853 -0.089 -0.129 0.253
O -0.24950 2.04963 -1.72140 0.087 0.240 0.367
O 1.21955 0.06879 -1.79693 0.125 -0.086 0.288
N -0.72683 0.11645 -0.22952 0.691 0.645 -0.633
C -1.85194 0.82970 0.32789 -0.332 0.068 0.014
C -3.09615 0.61244 -0.54884 0.221 0.282 0.319
O -4.10002 0.06137 -0.14609 -0.233 -0.209 0.204
N -2.93135 1.09866 -1.78803 0.014 0.267 -0.438
C -3.81135 0.74779 -2.88326 0.024 -0.303 0.138
C -3.06139 -0.04306 -3.90403 -0.257 0.674 -0.640
C -2.80427 0.18261 -5.22393 -0.248 -0.001 0.644
C -1.98820 -0.89098 -5.65853 0.181 -0.468 0.319
C -1.80401 -1.68142 -4.56884 0.247 -0.002 -0.910
O -2.45036 -1.17986 -3.50453 -0.184 0.015 0.505
C -0.44541 -1.25175 0.15211 0.114 -0.519 0.226
C -1.59109 -2.19571 -0.21706 0.295 -0.025 -0.207
C -1.17563 -3.63767 0.06197 -0.226 0.078 0.233
C -0.78786 -3.81384 1.52750 0.274 -0.123 -0.179
C 0.33243 -2.84903 1.90623 -0.283 0.057 0.209
C -0.09723 -1.40919 1.63625 0.234 -0.022 -0.210
C 2.46751 0.90776 0.76833 0.373 -0.108 0.165
C 3.22579 1.36956 1.82900 -0.099 0.049 0.018
O 4.24677 0.69630 2.40981 -0.141 0.361 0.055
C 4.57459 -0.57843 1.90711 0.059 -0.199 -0.077
H 2.51070 4.35385 4.44552 0.032 -0.008 -0.032
H 4.25529 4.35250 4.80247 -0.076 0.040 -0.049
H 3.66284 5.08688 3.29221 -0.016 -0.037 0.016
H 1.68257 4.37919 2.24934 0.020 0.089 0.069
H 0.36314 3.51866 0.35145 -0.086 0.129 -0.025
H -2.06481 0.49302 1.34465 -0.006 0.035 -0.124
H -1.60530 1.89276 0.34554 -0.174 0.009 0.148
H -2.03027 1.50744 -2.02119 -0.177 -0.085 0.043
H -4.21668 1.64895 -3.35233 -0.025 -0.180 -0.019
H -4.62951 0.16248 -2.44907 0.052 0.157 -0.117
H -3.15454 1.00481 -5.81336 -0.100 0.231 -0.052
H -1.59464 -1.04395 -6.64217 0.131 -0.102 -0.173
H -1.25488 -2.59046 -4.42499 0.055 -0.125 0.120
H 0.42961 -1.51661 -0.44957 -0.091 -0.214 0.134
H -1.83743 -2.06770 -1.27152 -0.067 0.055 0.010
H -2.47808 -1.94700 0.36747 -0.094 0.042 0.020
H -0.32456 -3.89761 -0.57183 0.034 -0.069 -0.073
H -1.99801 -4.31051 -0.18678 0.037 -0.034 -0.082
H -0.46745 -4.84214 1.70705 -0.065 -0.026 0.062
H -1.65884 -3.61956 2.15686 -0.059 -0.028 0.068
H 0.58709 -2.96822 2.96180 0.089 -0.010 -0.028
H 1.22341 -3.07912 1.31673 0.102 -0.027 -0.001
H 0.69673 -0.71007 1.91089 -0.062 0.012 0.037
H -0.97354 -1.18214 2.24663 -0.052 0.060 0.068
H 2.65837 -0.03999 0.29417 0.160 -0.178 0.039
H 3.73880 -1.27751 2.01240 0.004 0.023 -0.013
H 4.87819 -0.53050 0.85710 -0.020 0.004 0.025
H 5.41217 -0.92252 2.51132 -0.065 -0.024 -0.077
```
Forces are in eV/Å.

- energy (eV) = -48331.0356
- SMILES = COc1ccc(S(=O)(=O)N(CC(=O)NCc2ccco2)C2CCCCC2)cc1OC
- ΔE to the lowest compared entry with this formula, charge and spin (kJ/mol) = 207.5
- frontier orbital gap (eV) = 9.00
- molar mass (g mol⁻¹) = 436.5

=====

# 2
The following is a quantum chemistry calculation of the molecule C10H9NO in a non-equilibrium geometry, from OMol25.

Geometry as XYZ:
```
21
Properties=species:S:1:pos:R:3:forces:R:3
C 2.56502 1.27306 0.06171 -1.032 1.660 3.156
C 1.70661 0.07515 -0.16442 0.570 -0.420 2.001
N 2.38588 -1.05217 0.19381 -4.961 -0.532 -3.799
C 1.45453 -2.22711 -0.12936 1.168 1.179 3.293
C 0.08634 -2.07286 -0.04208 -0.887 -0.094 -2.848
C -0.67246 -0.73004 -0.20198 4.912 -3.405 2.390
C -1.99244 -0.56943 0.05227 -5.032 0.018 -1.474
O -2.99036 -1.64365 0.22938 5.691 -1.050 -1.803
C -2.53951 0.68438 -0.17751 2.550 -0.324 2.706
C -1.75652 1.85404 0.07992 -2.274 0.605 -2.365
C -0.40576 1.75387 -0.07659 3.374 -0.831 0.708
C 0.20813 0.33381 -0.15071 0.040 3.158 -1.233
H 2.77262 2.18091 -0.51356 -1.617 -0.122 -0.516
H 3.56094 0.98692 0.15491 1.659 -1.216 0.630
H 2.17749 1.56121 1.17312 1.229 0.017 -2.460
H 1.99961 -3.24516 -0.00997 -1.267 1.898 -0.570
H -0.53168 -2.96509 -0.35354 0.812 0.644 0.793
H -2.32183 -2.43420 -0.07672 -3.078 2.152 1.314
H -3.55715 0.73771 -0.10855 -2.621 0.277 -0.072
H -2.44184 2.80965 0.07046 2.159 -1.561 0.269
H 0.29237 2.68899 -0.01057 -1.396 -2.053 -0.118
```
Forces are in eV/Å.

- energy (eV) = -14049.4255
- SMILES = Cc1nccc2c(O)cccc12
- ΔE to the lowest compared entry with this formula, charge and spin (kJ/mol) = 412.3
- frontier orbital gap (eV) = 8.59
- molar mass (g mol⁻¹) = 159.2

=====

# 3
The following is a quantum chemistry calculation of a structure of composition C31H30Br2Cl2NO4PdS2 in a non-equilibrium geometry, from OMol25.

Geometry as XYZ:
```
73
Properties=species:S:1:pos:R:3:forces:R:3
Pd -0.90830 1.42320 -0.98695 0.135 -0.535 -1.150
O 3.64256 4.48305 1.67306 -0.051 0.847 0.376
S 4.50233 3.39158 1.17765 -0.157 -1.501 0.622
C 3.92612 1.88064 2.13108 -1.373 -0.801 -0.848
C 2.33878 1.60965 2.03167 1.306 0.450 -0.801
C 1.59478 2.61607 2.89080 -0.248 -0.966 0.693
C 0.30490 2.08405 3.50605 1.118 -1.968 -1.012
S 0.75795 1.14249 5.02828 -1.795 1.450 0.333
O 1.45906 -0.10666 4.69678 0.081 -0.585 -0.372
C -1.02341 0.75655 5.35720 -0.137 -2.197 -1.024
C -1.93797 1.45175 6.12044 -0.580 -0.060 -0.446
C -3.24647 0.99650 6.32406 0.077 0.959 1.397
C -3.67836 -0.16916 5.77470 -0.266 -0.239 -0.182
C -2.85375 -0.78299 4.87747 1.762 -0.813 -0.713
C -1.50599 -0.41782 4.71791 0.375 -0.736 -0.005
C 3.76906 2.88880 -0.37365 1.720 -0.681 0.707
C 4.39888 1.98200 -1.20548 -1.133 -1.207 -1.060
C 3.72770 1.57723 -2.36981 -1.126 1.014 -0.460
C 2.51727 2.24548 -2.69208 0.166 -0.264 -0.892
C 1.94735 3.19526 -1.85426 -0.125 -1.356 -0.610
C 2.56873 3.41116 -0.65131 -2.127 3.594 0.517
H 4.26659 1.94593 3.19674 -0.328 0.155 -0.961
H 4.32985 0.95970 1.67509 0.563 0.616 0.087
H 2.24812 0.54860 2.25545 -0.318 0.091 0.841
H 1.90583 1.62374 0.99922 0.797 0.270 0.541
H 1.33019 3.47462 2.30007 0.263 0.520 -0.108
H 2.26835 2.88027 3.71339 -0.132 0.566 -0.136
H -0.22079 1.41461 2.76735 0.253 0.594 0.946
H -0.31573 2.89230 3.79313 -0.876 0.638 0.526
H -1.71682 2.39893 6.51146 0.625 1.149 0.706
H -3.92064 1.53216 7.01647 0.593 -0.123 -0.440
H -4.58659 -0.66389 6.06590 -0.546 0.284 -0.153
H -3.20233 -1.62484 4.30889 -0.072 -0.452 0.027
H -0.82980 -1.17968 4.18899 -0.880 1.752 0.548
H 5.25067 1.42393 -0.90550 0.960 -0.030 0.292
H 4.03032 0.81601 -3.11321 0.354 0.452 0.901
H 2.01321 2.04284 -3.65217 0.302 -0.146 0.640
H 0.97369 3.61724 -2.08441 0.468 0.109 -0.124
H 2.14347 4.24572 -0.00336 0.661 -1.481 -0.485
Br -2.19880 2.06393 0.87865 -0.306 -0.043 0.751
C -1.52945 3.15014 -1.69710 0.449 -0.045 0.186
Br -1.70748 3.42140 -3.61782 0.067 -0.306 -0.072
H -0.72458 3.78470 -1.38252 0.361 0.638 0.020
H -2.40509 3.53035 -1.22663 -0.808 0.142 -0.108
Cl -2.00855 -5.88064 -0.58357 -0.525 1.195 -0.357
C -2.71567 -4.26213 -0.95389 0.640 -0.218 0.640
C -3.69318 -3.75746 -0.15166 -0.893 -0.075 0.993
C -4.22417 -2.48615 -0.44243 1.108 -0.722 0.133
C -3.76048 -1.73567 -1.47827 1.218 -0.061 -1.038
C -2.75671 -2.28125 -2.31139 -1.339 0.926 0.418
Cl -2.46928 -1.56155 -3.84767 -0.125 0.586 -0.019
C -2.18804 -3.47715 -2.00127 0.720 -2.629 -0.665
N -1.25091 -4.11888 -2.82058 0.076 1.382 1.127
C -0.36865 -3.49742 -3.68700 0.528 0.176 -1.262
C -0.45231 -3.88604 -5.01869 0.820 0.827 0.844
C 0.40490 -3.38781 -5.96941 -1.162 -2.807 -1.733
C 1.39102 -2.55572 -5.61490 0.432 1.335 0.666
C 1.40038 -2.07696 -4.32048 1.330 0.413 -0.272
C 0.60326 -2.55336 -3.33465 -1.361 -0.790 1.075
C 0.78225 -2.10914 -1.91469 -0.018 -2.207 0.698
C 0.26885 -0.78020 -1.60987 -0.799 2.903 0.613
O 0.22469 0.06647 -2.56488 -0.465 -0.088 1.460
O -0.07831 -0.46535 -0.40415 0.486 -0.824 -1.538
H -4.04829 -4.28768 0.76639 0.386 0.357 -1.100
H -4.87874 -2.06488 0.24828 -1.225 0.620 0.949
H -4.05997 -0.72282 -1.70285 -0.375 -0.016 0.148
H -1.39855 -5.06848 -3.00919 -0.351 -1.255 -0.024
H -1.17632 -4.59273 -5.26441 -1.233 -1.032 -0.547
H 0.32536 -3.87153 -6.97167 0.229 0.798 0.659
H 2.12461 -2.25945 -6.30814 0.751 0.548 -0.745
H 2.12211 -1.34745 -4.01310 0.442 0.328 -0.065
H 1.84437 -2.09858 -1.68623 0.279 0.060 0.090
H 0.33293 -2.83752 -1.19137 0.353 0.515 -0.642
```
Forces are in eV/Å.

- energy (eV) = -232594.7196
- ΔE to the lowest compared entry with this formula, charge and spin (kJ/mol) = 0.0
- frontier orbital gap (eV) = 8.10
- molar mass (g mol⁻¹) = 881.9
- net charge = -1

=====

# 4
The following is a quantum chemistry calculation of a structure of composition C14H33O10PS in a non-equilibrium geometry, from OMol25.

Geometry as XYZ:
```
59
Properties=species:S:1:pos:R:3:forces:R:3
C 0.39334 1.40414 -1.03580 0.236 -0.809 0.270
C -0.36203 0.18101 -0.53659 0.368 0.542 -0.102
O 0.33149 -0.99510 -0.90012 0.047 -0.439 0.125
C -0.70895 0.27848 0.96668 -0.801 0.392 0.116
C 0.25267 -0.41642 1.85363 0.329 -0.892 -0.646
O -0.14418 -0.70772 3.21936 0.360 -0.239 0.066
S 1.06071 -1.66826 3.69273 0.280 1.244 0.755
O 0.81910 -2.98686 3.31989 -0.297 -1.876 -1.381
O 1.35218 -1.44465 5.04491 0.162 0.908 1.276
O 2.23150 -1.00913 2.79000 -0.385 -0.407 -0.312
C 1.64171 0.10385 2.04383 0.120 0.499 1.036
C 1.79442 1.29027 2.98281 0.192 0.419 0.561
P 3.55584 1.68497 3.09062 -0.032 -0.235 -1.640
O 4.15506 1.52923 1.75981 0.207 -0.031 -0.862
O 4.26217 0.73924 4.12212 0.052 -0.319 0.641
O 3.72544 3.16161 3.60875 -0.128 0.490 0.342
H -0.08343 2.31976 -0.72189 -0.049 0.364 -0.114
H 1.40312 1.32982 -0.63935 0.287 0.399 0.158
H 0.48902 1.33840 -2.11056 -0.127 0.221 -0.292
H -1.29868 0.13565 -1.07494 -0.285 -0.168 -0.101
H 1.24970 -0.96016 -0.59297 -0.239 0.118 -0.181
H -0.83565 1.32564 1.21811 0.060 0.294 0.155
H -1.68552 -0.16834 1.10970 -0.193 -0.265 0.174
H 0.41194 -1.41285 1.43632 -0.202 0.003 -0.552
H 2.16960 0.31564 1.12629 0.393 -0.483 -0.197
H 1.23268 2.16343 2.66816 0.037 0.210 -0.260
H 1.45620 1.04083 3.98230 -0.304 -0.099 0.150
H 4.65983 0.03071 3.58320 -0.039 0.098 0.425
H 4.05655 3.63608 2.82444 0.005 0.121 0.408
C -0.14740 6.13255 -3.44202 -0.164 0.030 0.067
C -0.39848 4.63455 -3.47749 0.100 0.074 -0.108
O -1.28412 4.17452 -2.47281 0.044 -0.157 0.168
C -2.59354 4.71461 -2.49759 -0.115 0.071 -0.036
C -3.35333 4.43305 -3.78238 0.134 -0.012 -0.086
H 0.21666 6.43567 -2.45956 0.048 -0.012 -0.008
H 0.59325 6.40708 -4.19308 0.027 -0.018 0.007
H -1.05504 6.70167 -3.64771 0.018 0.007 -0.067
H 0.54128 4.11062 -3.30012 -0.044 -0.074 0.066
H -0.74750 4.32457 -4.46865 -0.032 0.041 -0.004
H -2.56650 5.79022 -2.29079 -0.005 0.015 -0.055
H -3.11697 4.24971 -1.66160 0.085 -0.037 0.038
H -2.88411 4.90749 -4.64508 -0.042 0.059 0.005
H -4.37203 4.81354 -3.70737 -0.012 -0.012 0.024
H -3.39132 3.36041 -3.97624 -0.036 -0.011 0.029
C -0.56985 -4.11795 0.75805 0.115 -0.176 -0.146
C -1.63735 -4.79131 -0.08733 -0.023 0.124 0.111
O -1.12520 -5.60185 -1.12934 -0.056 0.011 -0.162
C -0.30630 -6.68433 -0.72883 0.081 -0.067 0.056
C -1.00228 -7.68456 0.17881 -0.101 0.103 0.059
H 0.10027 -3.53054 0.12677 -0.074 0.035 -0.011
H -1.02909 -3.45999 1.49482 -0.036 -0.007 0.016
H 0.03771 -4.84218 1.30012 -0.048 0.026 0.111
H -2.23916 -4.02766 -0.58131 0.008 -0.049 -0.105
H -2.32215 -5.36740 0.54587 0.036 -0.019 0.032
H 0.61406 -6.31474 -0.26248 -0.019 -0.014 0.060
H -0.00940 -7.18228 -1.65222 -0.038 0.072 -0.056
H -1.28871 -7.23834 1.13192 0.064 -0.020 0.033
H -0.33981 -8.52410 0.39095 0.009 -0.010 -0.025
H -1.90943 -8.06227 -0.29477 0.021 -0.031 -0.030
```
Forces are in eV/Å.

- energy (eV) = -55652.8256
- ΔE to the lowest compared entry with this formula, charge and spin (kJ/mol) = 0.0
- frontier orbital gap (eV) = 9.82
- molar mass (g mol⁻¹) = 424.4

=====

- The lowest frontier orbital gap belongs to which entry?
  C31H30Br2Cl2NO4PdS2

=====

- Among the records above, which one has the highest frontier orbital gap?
  C14H33O10PS

=====

- Which value of frontier orbital gap does entry 4 give?
  9.82 eV